82
Properties=species:S:1:pos:R:3:forces:R:3:lowdin_charge:R:1 method="wB97M-V/def2-TZVPD" lumo_energy_ev=1.3 energy_ev=-59792.772 homo_energy_ev=0.16 total_charge=-2
C 6.4391 -3.4737 2.2776 -0.5 -0.5 -0.5 -0.12
C 5.6187 -3.6064 0.9451 0.9 0.8 0.3 -0.25
C 6.3440 -2.8299 -0.1990 -0.9 0.0 0.8 -0.23
C 6.1765 -1.3128 0.0671 -0.1 0.0 -1.3 -0.22
C 6.8348 -0.4288 -1.0336 0.4 0.3 1.3 -0.22
C 6.6981 1.0663 -0.6193 -0.3 -0.5 -1.0 -0.22
C 5.2256 1.5870 -0.8074 1.2 1.1 1.1 -0.19
C 4.5658 1.8191 0.5869 -0.8 -0.8 0.1 -0.22
C 3.0914 1.3193 0.6692 0.4 0.3 -0.7 -0.21
C 2.0911 2.2385 -0.1050 0.4 0.4 0.7 -0.18
C 0.9867 2.8885 0.8089 0.1 0.7 -1.1 -0.19
C -0.4563 2.4638 0.4304 0.8 -0.4 -0.7 -0.16
C -0.9134 1.0756 0.9611 -0.7 0.3 1.2 -0.24
C -0.1222 0.5425 2.1714 0.2 1.1 -0.3 -0.28
N -0.2504 1.3613 3.4242 -3.6 1.7 -2.2 -0.31
I 0.4693 -0.0874 5.1490 1.8 -3.0 3.5 -0.12
C -1.5085 1.7279 3.6632 2.4 0.2 -1.9 -0.54
N -2.0914 1.6995 4.8959 -0.4 1.3 0.0 0.08
N -2.3346 2.1952 2.5942 -0.5 -1.4 0.8 0.06
C -2.3801 1.2459 1.4770 0.4 -0.1 -1.0 -0.30
C -3.0789 -0.1047 1.8247 -0.8 0.5 -0.5 -0.12
C -4.1961 -0.4767 0.7858 0.1 -0.5 0.8 -0.18
C -3.7849 -1.6124 -0.1932 0.7 0.5 0.0 -0.18
C -3.1413 -1.1384 -1.5284 -0.6 -0.1 -0.2 -0.19
C -3.8755 0.0390 -2.2393 0.4 -0.9 -0.1 -0.16
C -5.4051 -0.1026 -2.3177 0.3 2.0 -0.2 -0.16
O -5.7860 -1.2472 -3.1115 0.4 -0.9 1.0 0.01
C -6.3864 -2.2303 -2.4021 -0.1 -0.7 0.3 -0.54
C -5.7927 -3.6382 -2.6121 -0.1 0.7 -1.1 0.00
O -7.3158 -2.0650 -1.6529 0.3 0.2 0.0 0.10
H 7.5150 -3.3823 2.0546 -0.3 0.0 0.2 0.06
H 6.2814 -4.3704 2.9010 0.1 0.4 -0.1 0.06
H 6.0981 -2.5949 2.8419 0.3 -0.3 -0.1 0.07
H 4.6611 -3.0834 1.1174 0.1 -0.6 -0.2 0.10
H 5.4510 -4.6599 0.6749 0.0 0.4 0.1 0.09
H 7.4120 -3.1164 -0.2268 -0.4 0.1 -0.1 0.10
H 5.8495 -3.1030 -1.1485 0.4 0.2 0.2 0.11
H 5.0932 -1.0778 0.0722 0.4 -0.2 0.2 0.11
H 6.5893 -1.0198 1.0461 -0.1 -0.2 -0.3 0.11
H 7.9118 -0.6931 -1.0299 -0.4 0.1 -0.3 0.10
H 6.4046 -0.6126 -2.0328 0.2 0.0 0.4 0.11
H 7.3796 1.6999 -1.2144 -0.2 -0.3 0.1 0.09
H 7.0363 1.1306 0.4282 -0.3 0.2 -0.3 0.10
H 4.6421 0.9284 -1.4679 0.1 0.2 0.3 0.11
H 5.3371 2.5778 -1.2855 -0.4 -0.5 -0.1 0.10
H 5.1247 1.2534 1.3548 -0.1 0.2 -0.3 0.09
H 4.6047 2.8754 0.9168 0.0 -0.4 -0.4 0.11
H 3.0519 0.3242 0.1831 0.1 0.2 0.7 0.10
H 2.8553 1.2507 1.7443 -0.3 -0.2 -0.5 0.10
H 1.6429 1.7410 -0.9842 0.1 0.0 0.5 0.10
H 2.7003 3.0626 -0.5321 -0.3 -0.3 0.1 0.10
H 1.2232 2.7916 1.8800 -0.2 -0.2 -0.4 0.10
H 1.0495 3.9750 0.5901 -0.2 -0.4 0.3 0.10
H -0.4765 2.3996 -0.6791 0.0 0.2 0.4 0.11
H -1.1583 3.2790 0.6747 0.2 -0.6 0.3 0.10
H -0.9424 0.2801 0.1960 0.2 0.4 0.0 0.13
H -0.4819 -0.4708 2.4310 0.2 0.4 -0.1 0.06
H 0.9514 0.4349 1.9627 -0.4 0.1 0.0 0.07
H -1.6125 2.0078 5.7232 0.1 -0.7 0.0 0.04
H -3.0570 1.4128 4.9139 0.1 0.4 0.3 0.08
H -3.2649 2.4226 2.9383 0.0 -0.1 -0.1 0.11
H -2.9135 1.7651 0.6546 -0.1 -0.4 0.4 0.13
H -2.3926 -0.9619 1.9073 0.0 0.5 0.1 0.10
H -3.5605 0.0367 2.8111 0.3 -0.2 -0.3 0.11
H -5.0592 -0.8496 1.3690 0.2 0.2 -0.3 0.11
H -4.5255 0.4502 0.2951 0.0 -0.4 0.0 0.09
H -3.0167 -2.2137 0.3344 -0.5 0.1 -0.2 0.11
H -4.6248 -2.2966 -0.3890 0.1 0.4 0.0 0.09
H -3.1557 -2.0073 -2.2155 0.2 0.3 0.3 0.09
H -2.0861 -0.8446 -1.3893 -0.4 -0.2 0.0 0.09
H -3.5860 0.9730 -1.7278 -0.5 -0.2 -0.2 0.11
H -3.4696 0.0951 -3.2662 -0.3 0.2 0.4 0.12
H -5.7975 0.7918 -2.8356 0.1 -0.5 0.2 0.09
H -5.8414 -0.0895 -1.3083 -0.1 -0.5 -0.5 0.12
H -6.3914 -4.1064 -3.4154 0.3 0.0 0.3 0.08
H -5.8591 -4.2613 -1.7140 0.0 0.4 -0.2 0.08
H -4.7658 -3.5343 -2.9944 -0.3 -0.2 0.3 0.07
O -5.4045 1.8315 -5.2995 -0.2 -0.3 0.1 -0.23
P -6.9097 2.0956 -5.2120 0.1 0.1 0.1 -0.13
O -7.3506 1.9893 -3.7507 0.2 0.3 -0.1 -0.24
O -7.6422 1.0646 -6.0726 0.2 0.2 -0.3 -0.21
O -7.2415 3.4944 -5.7353 -0.4 -0.2 0.0 -0.23

---

82
Properties=species:S:1:pos:R:3:forces:R:3:lowdin_charge:R:1 method="wB97M-V/def2-TZVPD" lumo_energy_ev=0.5 energy_ev=-51992.014 homo_energy_ev=-8.60
C -0.8185 -2.8017 -0.2508 1.0 -0.2 -0.2 -0.08
C 0.5766 -2.7347 -0.8907 -0.5 0.8 0.0 -0.20
C 1.5790 -1.9204 -0.0828 0.4 -0.5 -1.0 -0.19
O 1.0735 -0.5960 0.1183 0.2 -0.5 0.3 -0.10
C 1.1733 -0.1008 1.4173 -1.0 1.0 0.0 -0.45
C 0.3462 -0.9364 2.3387 0.2 -0.7 0.5 -0.15
N -0.2389 -1.6287 3.0521 0.3 0.5 -0.4 0.22
C 0.5125 1.2892 1.3866 -0.4 -0.4 -0.4 -0.13
C -0.8861 1.2853 0.7545 0.3 0.6 -0.2 -0.29
C -0.9030 1.4666 -0.7599 -0.6 -0.2 0.2 -0.63
I -0.2790 3.4489 -1.3059 0.1 -0.3 -0.1 0.81
C 2.6236 -0.0065 1.9467 0.8 -0.4 0.4 -0.22
C 3.5407 0.3496 0.8567 -0.8 0.5 -0.9 -0.17
N 4.0136 0.7397 -0.1182 0.3 -0.2 0.5 0.21
C 2.8440 1.0102 3.0833 0.1 -0.8 -0.1 -0.10
C 2.0438 0.7614 4.3442 -0.3 0.7 0.2 -0.25
O 1.7318 1.6900 5.0425 0.0 0.1 0.1 0.07
H -1.5040 -3.2869 -0.9399 -0.1 0.0 0.2 0.05
H -1.1431 -1.7801 -0.0761 -0.3 0.0 0.1 0.06
H -0.7434 -3.3204 0.7033 -0.3 -0.1 0.1 0.07
H 0.9954 -3.7078 -1.1380 0.0 -0.1 0.2 0.11
H 0.4683 -2.1983 -1.8368 0.1 -0.1 -0.2 0.11
H 1.8941 -2.4175 0.8358 -0.3 0.1 0.3 0.13
H 2.4728 -1.8255 -0.7038 0.2 0.1 0.2 0.12
H 1.1556 1.9428 0.7966 0.1 0.2 0.1 0.09
H 0.4033 1.6803 2.3930 0.3 0.0 0.2 0.12
H -1.4060 2.1458 1.1732 -0.2 0.0 0.1 0.10
H -1.4858 0.4135 1.0205 0.2 -0.2 0.0 0.11
H -1.9327 1.3822 -1.0943 -0.1 0.2 -0.1 0.04
H -0.3364 0.7239 -1.3053 0.4 0.2 0.0 0.04
H 2.9214 -1.0021 2.2777 0.0 -0.1 0.2 0.15
H 3.8970 0.9438 3.3680 0.1 0.0 0.1 0.14
H 2.7045 2.0174 2.7077 -0.2 0.2 0.2 0.10
H 1.7271 -0.2479 4.6582 0.3 -0.2 -0.4 0.13
C 3.1962 7.1988 3.9420 0.2 0.0 0.0 -0.11
O 4.1554 6.2749 3.4615 -0.2 0.1 0.0 -0.19
C 3.6017 5.0196 3.0836 0.3 -0.2 0.0 -0.22
C 3.7346 4.8057 1.5890 -0.1 0.3 0.0 -0.21
N 2.8547 5.7023 0.8485 0.2 -0.2 0.0 -0.04
C 3.0849 5.7014 -0.5946 -0.2 0.1 0.1 -0.22
C 4.4229 6.2302 -1.1043 -0.1 -0.1 -0.3 -0.22
O 4.6142 7.6183 -0.8945 0.1 -0.1 0.2 -0.18
C 5.1694 7.9706 0.3604 -0.1 0.2 -0.2 -0.10
H 3.7339 8.0766 4.2970 0.0 0.0 0.0 0.09
H 2.5033 7.5076 3.1525 -0.1 0.0 0.1 0.08
H 2.6304 6.7778 4.7783 -0.1 0.0 0.0 0.09
H 2.5597 4.9298 3.4031 0.0 0.1 0.0 0.12
H 4.1776 4.2458 3.6011 0.0 0.0 0.0 0.12
H 3.4676 3.7705 1.3506 0.0 0.0 -0.1 0.10
H 4.7893 4.9554 1.3240 0.1 -0.2 0.1 0.11
H 2.9787 6.6440 1.1963 0.0 0.0 0.0 0.07
H 2.2961 6.3117 -1.0427 0.0 0.0 -0.1 0.12
H 2.9420 4.6814 -0.9652 0.1 0.0 0.0 0.09
H 4.4304 6.0926 -2.1890 0.0 0.0 0.0 0.12
H 5.2751 5.6599 -0.7173 0.0 0.0 0.1 0.11
H 5.8478 7.2021 0.7386 0.0 -0.1 0.0 0.09
H 4.3884 8.1708 1.0991 0.1 -0.1 0.1 0.07
H 5.7336 8.8935 0.2217 0.0 0.0 0.0 0.09
C -6.3098 -6.5884 -5.2275 -0.1 0.1 0.1 -0.12
O -6.8379 -6.2801 -3.9506 0.2 -0.1 -0.2 -0.20
C -6.7604 -7.3572 -3.0224 -0.2 0.1 0.3 -0.22
C -5.8083 -7.0201 -1.8933 0.2 0.1 -0.2 -0.22
N -4.4280 -6.9882 -2.3642 -0.1 0.0 0.2 -0.05
C -3.4773 -6.4550 -1.3917 0.0 0.0 -0.3 -0.20
C -3.6140 -4.9881 -0.9916 0.2 -0.1 0.2 -0.22
O -3.3363 -4.0743 -2.0430 -0.3 -0.2 0.1 -0.20
C -4.4477 -3.7623 -2.8677 0.3 0.2 -0.1 -0.09
H -6.5126 -5.7412 -5.8808 0.0 0.0 0.0 0.09
H -5.2275 -6.7496 -5.1882 0.0 -0.1 -0.1 0.08
H -6.7941 -7.4740 -5.6492 0.1 0.0 0.0 0.09
H -6.4717 -8.2893 -3.5153 0.1 0.0 0.0 0.12
H -7.7624 -7.4953 -2.6059 0.0 0.0 0.0 0.12
H -5.8999 -7.7780 -1.1102 0.0 0.0 0.0 0.12
H -6.1204 -6.0545 -1.4741 -0.1 -0.1 0.1 0.11
H -4.3825 -6.4230 -3.2016 0.0 0.0 0.0 0.07
H -2.4795 -6.5897 -1.8174 0.0 0.0 0.1 0.12
H -3.5199 -7.0709 -0.4882 -0.1 0.0 0.0 0.12
H -2.8624 -4.7945 -0.2227 0.0 0.0 0.0 0.10
H -4.5837 -4.7636 -0.5340 -0.1 0.0 -0.1 0.11
H -5.3884 -3.7876 -2.3138 0.0 -0.1 0.0 0.09
H -4.5047 -4.4339 -3.7280 -0.2 0.0 0.0 0.07
H -4.2974 -2.7524 -3.2512 0.0 0.0 0.0 0.09

---

77
Properties=species:S:1:pos:R:3:forces:R:3:lowdin_charge:R:1 method="wB97M-V/def2-TZVPD" lumo_energy_ev=0.7 energy_ev=-45053.721 homo_energy_ev=-8.21
C 4.8737 2.0797 -1.0492 -0.2 0.1 0.1 -0.10
C 3.3935 2.4412 -1.0080 0.1 -0.1 -0.3 -0.23
C 2.5860 1.8599 -2.1736 -0.1 0.1 0.5 -0.34
C 2.5006 0.3357 -2.0995 0.1 0.1 -0.3 -0.15
C 1.6352 -0.2514 -3.2124 -0.2 -0.1 0.2 -0.14
C 0.2339 0.3642 -3.2205 0.3 -0.2 -0.2 -0.22
C -0.5489 -0.0676 -1.9841 -0.2 0.3 -0.4 -0.44
O -0.1600 -0.9246 -1.2036 0.2 -0.5 0.2 0.04
N -1.7293 0.5517 -1.8251 -0.2 0.1 0.0 0.11
C -2.6623 0.2311 -0.7603 -0.2 -0.2 0.1 -0.21
C -4.1018 0.4929 -1.2126 0.2 0.2 0.2 -0.18
C -4.5048 1.9541 -1.3831 0.0 0.2 -0.3 -0.45
S -3.5755 2.8697 -2.6712 -0.2 0.3 0.0 0.82
C -2.5978 3.9870 -1.6221 -0.3 -0.3 -0.2 -0.37
C -2.2702 0.9657 0.5428 0.1 -0.3 -0.5 -0.45
O -2.9658 1.8039 1.0887 -0.3 0.2 0.2 0.05
N -1.0603 0.5952 0.9787 0.4 -0.2 0.2 0.09
C -0.4930 1.0480 2.2244 -0.1 0.0 0.3 -0.14
C -0.5562 -0.0673 3.2801 0.1 0.3 -0.2 -0.17
N 0.0327 -1.2845 2.7670 0.0 0.0 0.3 -0.17
C -0.6388 -2.5145 3.1397 -0.1 -0.1 -0.4 -0.17
C -1.6031 -3.0132 2.0438 -0.1 -0.3 0.3 -0.41
C -1.7852 -4.5261 2.1585 0.0 0.3 -0.1 -0.08
C -2.9665 -2.3294 2.1199 0.3 0.0 -0.1 -0.07
C 1.4829 -1.3080 2.8033 0.1 0.0 -0.4 -0.17
C 2.1116 -1.6683 1.4442 0.3 0.0 0.2 -0.40
C 3.5385 -1.1269 1.3738 -0.3 -0.1 0.0 -0.08
C 2.1161 -3.1725 1.1908 -0.1 0.3 -0.1 -0.06
C 0.3596 1.8862 -3.3416 -0.1 0.0 0.2 -0.14
C 1.1720 2.4465 -2.1790 0.2 0.0 -0.4 -0.16
H 5.4081 2.5924 -0.2524 0.1 0.0 0.0 0.07
H 5.0206 1.0111 -0.9193 0.1 -0.1 0.0 0.06
H 5.3119 2.3761 -1.9998 0.1 0.0 -0.1 0.07
H 3.2989 3.5303 -1.0292 -0.1 0.0 0.1 0.11
H 2.9608 2.0924 -0.0672 -0.1 0.0 0.1 0.10
H 3.0790 2.1421 -3.1119 0.0 0.0 -0.1 0.15
H 2.0778 0.0488 -1.1371 0.0 0.0 0.1 0.10
H 3.4992 -0.0976 -2.1702 0.0 0.0 0.1 0.11
H 1.5544 -1.3299 -3.0684 0.0 0.0 -0.1 0.12
H 2.1055 -0.0689 -4.1815 0.0 0.0 0.0 0.12
H -0.3216 -0.0186 -4.0864 0.0 0.0 0.1 0.15
H -2.0454 1.2555 -2.4828 0.1 0.0 0.0 0.03
H -2.5525 -0.8431 -0.5526 0.0 0.2 0.0 0.15
H -4.7691 0.0670 -0.4596 0.0 -0.1 0.0 0.12
H -4.2640 -0.0423 -2.1519 0.0 -0.1 0.1 0.12
H -5.5526 2.0018 -1.6804 0.0 0.0 0.1 0.07
H -4.3648 2.4971 -0.4521 -0.1 0.0 0.0 0.06
H -1.9050 4.5118 -2.2722 0.1 0.1 0.0 0.03
H -3.2663 4.6958 -1.1421 0.1 0.1 0.1 0.04
H -2.0576 3.4109 -0.8778 0.1 0.0 0.1 0.03
H -0.5953 -0.1915 0.5316 -0.2 0.1 -0.1 0.10
H 0.5452 1.3431 2.0463 0.0 0.1 0.1 0.11
H -1.0637 1.9157 2.5624 0.2 0.0 0.0 0.12
H -1.6041 -0.2545 3.5153 0.0 0.0 0.0 0.11
H -0.0616 0.2891 4.2005 -0.1 -0.1 0.0 0.12
H 0.1179 -3.2849 3.3043 0.0 0.0 0.0 0.11
H -1.1926 -2.3988 4.0827 0.0 0.0 0.0 0.13
H -1.1483 -2.7808 1.0756 0.1 0.0 0.0 0.12
H -0.8358 -5.0440 2.0403 0.1 -0.1 0.0 0.07
H -2.1976 -4.7842 3.1322 -0.1 -0.1 0.1 0.08
H -2.4672 -4.8877 1.3922 -0.1 -0.1 0.0 0.08
H -3.4383 -2.5313 3.0804 -0.1 0.0 0.1 0.08
H -3.6216 -2.7076 1.3369 -0.1 0.0 -0.1 0.08
H -2.8791 -1.2540 1.9969 -0.1 0.2 0.0 0.05
H 1.8333 -0.3107 3.0840 0.0 0.0 0.0 0.11
H 1.8549 -2.0061 3.5688 0.0 0.1 0.0 0.13
H 1.5098 -1.1991 0.6613 0.0 0.1 0.0 0.10
H 3.9940 -1.3830 0.4203 0.1 0.0 -0.1 0.07
H 3.5536 -0.0439 1.4786 0.0 0.2 0.0 0.07
H 4.1460 -1.5559 2.1690 0.1 0.0 0.1 0.08
H 2.6655 -3.6931 1.9742 0.1 -0.1 0.1 0.08
H 1.1030 -3.5582 1.1541 -0.2 -0.2 0.0 0.06
H 2.5929 -3.3879 0.2371 0.0 -0.1 -0.1 0.08
H -0.6190 2.3667 -3.3877 0.0 0.0 -0.1 0.08
H 0.8731 2.1136 -4.2793 0.0 0.0 -0.1 0.12
H 1.2243 3.5353 -2.2581 0.0 0.0 0.1 0.12
H 0.6767 2.2031 -1.2352 0.0 0.0 0.1 0.12

---

Number 1: strongest force on any atom 4.95 eV/A. Number 2: strongest force on any atom 1.43 eV/A. Number 3: strongest force on any atom 0.56 eV/A.